[1]
The following is a quantum chemistry calculation of the molecule C23H31N3O3 in a non-equilibrium geometry, from the Open Molecules 2025 dataset.

```
60
Properties=species:S:1:pos:R:3:forces:R:3
C -6.852 -3.830 1.058 -0.01 -0.03 0.07
H -6.026 -4.403 1.498 -0.04 0.00 -0.01
O -6.415 -3.058 -0.031 0.10 0.20 -0.29
C -5.430 -2.119 0.323 0.12 0.10 0.06
C -5.019 -1.362 -0.944 -0.51 -0.59 0.11
N -4.001 -0.392 -0.660 -0.10 0.83 0.31
C -4.206 0.858 -0.197 -0.13 -0.04 -0.07
C -2.946 1.439 -0.019 -0.01 -0.47 -0.14
C -2.422 2.669 0.424 0.26 0.29 0.09
C -1.068 2.826 0.454 -0.34 0.31 0.13
C -0.179 1.801 0.044 -0.25 -0.53 -0.06
C -0.654 0.585 -0.377 0.43 0.33 0.09
C -2.044 0.390 -0.413 -1.15 0.24 0.10
N -2.710 -0.703 -0.789 0.69 -0.57 -0.20
H -0.010 -0.237 -0.649 0.15 -0.08 -0.03
C 1.281 2.097 0.148 0.05 -0.11 -0.24
O 1.739 2.838 0.998 -0.04 0.14 0.20
N 2.046 1.500 -0.796 0.05 -0.25 -0.28
H 1.607 0.908 -1.482 -0.09 0.15 0.07
C 3.484 1.581 -0.797 0.32 -0.13 0.20
H 3.828 1.855 -1.801 0.03 0.01 0.06
H 3.743 2.383 -0.102 0.05 -0.04 -0.13
C 4.173 0.276 -0.353 -0.21 0.44 -0.15
C 3.874 -0.863 -1.334 0.13 -0.03 0.12
C 4.592 -2.136 -0.886 -0.08 -0.26 -0.21
C 6.099 -1.891 -0.851 -0.04 0.05 0.02
C 6.402 -0.763 0.133 0.31 0.05 0.00
C 5.919 -1.156 1.528 -0.03 0.01 -0.04
C 4.412 -1.403 1.489 -0.10 -0.09 0.26
C 4.105 -2.532 0.507 0.02 0.05 0.00
H 4.604 -3.450 0.827 -0.01 -0.07 0.02
H 3.030 -2.725 0.486 -0.06 -0.05 0.01
C 3.695 -0.129 1.044 0.09 -0.08 -0.01
H 2.616 -0.298 1.034 -0.06 0.02 0.01
H 3.893 0.681 1.748 -0.02 0.09 0.05
H 4.062 -1.683 2.489 0.02 0.02 -0.06
H 6.436 -2.059 1.861 0.05 -0.03 0.05
H 6.146 -0.358 2.239 0.04 0.02 0.07
C 5.686 0.510 -0.314 -0.06 -0.14 0.02
H 6.040 0.806 -1.305 0.02 0.07 -0.07
H 5.912 1.324 0.378 0.01 0.10 0.03
H 7.483 -0.580 0.158 -0.07 -0.01 0.00
H 6.457 -1.622 -1.848 0.05 -0.02 -0.06
H 6.617 -2.803 -0.544 0.05 -0.05 -0.02
H 4.370 -2.944 -1.594 0.01 0.05 0.05
H 4.204 -0.584 -2.338 -0.01 0.05 -0.09
H 2.799 -1.055 -1.372 -0.11 0.00 -0.03
H -0.628 3.748 0.800 0.01 0.08 0.05
H -3.069 3.473 0.740 0.00 0.09 0.02
O -5.487 1.257 -0.024 0.40 -0.53 -0.16
C -5.689 2.599 0.364 -0.06 0.36 0.11
H -5.270 2.788 1.356 -0.02 -0.02 -0.05
H -5.250 3.291 -0.359 -0.02 -0.04 0.02
H -6.768 2.737 0.394 0.10 0.04 0.01
H -5.893 -0.857 -1.360 0.11 -0.05 -0.02
H -4.616 -2.070 -1.670 -0.03 0.16 0.03
H -5.825 -1.410 1.069 0.07 -0.06 -0.06
H -4.551 -2.621 0.755 -0.07 0.09 -0.04
H -7.603 -4.515 0.671 0.00 -0.03 0.09
H -7.298 -3.202 1.839 0.00 -0.03 -0.02
```
Forces are in eV/Å.

Properties
orbital gap	8.346	eV
energy relative to the best compared isomer or geometry (same formula, charge and spin)	232.5	kJ/mol
structure (SMILES)	COCCn1nc2cc(C(=O)NC[C@]34C[C@H]5C[C@H](C[C@H](C5)C3)C4)ccc2c1OC
total charge	0

***

[2]
The following is a quantum chemistry calculation of a structure of composition C34H34BN15O4STi, from the Open Molecules 2025 dataset.

```
90
Properties=species:S:1:pos:R:3:forces:R:3
Ti -0.234 -0.558 -0.249 -0.04 0.08 -0.04
C -3.369 0.868 -2.884 0.01 -0.01 0.00
C -2.042 0.780 -2.486 0.00 0.01 0.00
N -1.959 0.159 -1.305 0.03 0.00 -0.02
N -3.213 -0.151 -0.929 0.02 0.00 0.00
C -4.081 0.262 -1.860 -0.01 0.00 0.01
B -3.496 -0.844 0.437 -0.02 -0.02 0.00
N -2.753 -0.043 1.533 -0.01 0.00 0.02
C -3.144 0.334 2.760 -0.01 0.04 -0.03
C -2.052 0.844 3.436 0.01 -0.05 0.03
C -0.993 0.710 2.545 0.00 0.05 -0.03
N -1.424 0.175 1.401 0.02 -0.04 -0.01
N -2.792 -2.227 0.417 0.00 0.01 -0.01
C -3.198 -3.468 0.720 0.01 -0.01 0.01
C -2.087 -4.293 0.780 -0.01 0.00 -0.01
C -1.007 -3.465 0.506 0.02 0.02 0.02
N -1.441 -2.218 0.292 -0.01 0.02 -0.02
N -4.974 -0.910 0.654 0.01 0.00 -0.02
C -5.828 0.104 0.973 0.00 -0.01 0.04
C -7.101 -0.321 0.713 0.00 0.01 -0.03
C -6.935 -1.623 0.196 0.00 -0.01 0.03
N -5.664 -1.968 0.146 -0.01 0.01 0.00
H -3.764 1.316 -3.778 0.00 0.00 0.00
H -1.150 1.132 -2.982 0.00 0.00 0.00
H -5.140 0.106 -1.732 0.00 0.00 0.00
H -4.164 0.207 3.078 0.00 0.00 0.00
H -2.026 1.235 4.437 0.00 -0.01 0.00
H 0.050 0.944 2.677 0.01 0.00 0.00
H -4.246 -3.668 0.860 0.00 0.00 0.00
H -2.069 -5.345 1.004 0.00 0.00 0.00
H 0.051 -3.687 0.450 0.00 0.00 0.01
H -5.472 1.050 1.348 0.00 0.00 0.00
H -8.018 0.218 0.874 0.00 0.00 0.00
H -7.692 -2.316 -0.133 0.00 0.00 0.00
N 2.892 -0.559 -3.208 0.00 -0.01 -0.01
C 3.610 0.228 -2.312 0.00 0.00 0.00
C 4.902 0.737 -2.369 0.00 0.00 0.00
C 5.335 1.433 -1.260 0.00 0.00 0.00
C 4.513 1.601 -0.133 0.01 0.00 -0.01
C 3.226 1.103 -0.089 -0.01 0.00 0.00
C 2.767 0.418 -1.215 0.01 0.00 -0.01
N 1.556 -0.230 -1.477 0.03 -0.01 0.01
C 1.702 -0.815 -2.649 -0.01 0.01 0.00
C 0.632 -1.680 -3.098 -0.01 0.01 0.00
C 0.394 -2.335 -4.261 0.01 -0.01 0.00
S -1.065 -3.212 -4.126 0.00 0.00 -0.02
C -1.271 -2.655 -2.542 0.01 0.01 0.03
N -0.317 -1.866 -2.118 -0.01 0.00 -0.01
H 3.232 -0.931 -4.080 0.00 0.00 0.00
H 5.541 0.584 -3.227 0.00 0.00 0.00
H 6.336 1.841 -1.248 0.00 0.00 0.00
H 4.907 2.123 0.728 0.00 0.00 0.00
H 2.616 1.212 0.797 0.00 0.00 0.00
H 0.981 -2.350 -5.164 0.00 0.00 0.00
H -2.130 -2.931 -1.946 0.00 0.00 -0.01
C 3.267 -5.815 0.412 0.00 0.00 0.00
C 3.126 -4.556 1.189 -0.01 0.00 0.00
N 2.308 -3.564 0.921 0.03 0.01 -0.03
C 2.535 -2.623 1.899 -0.04 -0.01 0.06
C 3.506 -3.063 2.773 0.03 0.01 -0.04
N 3.862 -4.282 2.298 -0.01 0.00 0.02
C 4.224 -2.575 3.994 -0.03 -0.02 0.01
O 3.902 -1.386 4.469 0.01 0.00 0.00
O 5.058 -3.285 4.486 0.01 0.01 -0.01
C 1.834 -1.349 1.939 0.12 0.09 -0.10
O 2.000 -0.483 2.773 -0.04 0.00 0.02
O 0.994 -1.141 0.918 -0.07 -0.14 0.12
H 2.505 -5.846 -0.361 0.00 0.00 0.00
H 3.153 -6.688 1.055 0.00 0.00 0.00
H 4.248 -5.872 -0.061 0.00 0.00 0.00
H 4.569 -4.848 2.749 0.00 0.00 0.00
H 3.195 -0.964 3.934 0.00 0.00 0.00
N 0.157 1.513 -0.164 0.02 -0.03 0.00
C 0.338 2.658 -0.112 -0.04 0.02 -0.01
N 0.539 3.928 -0.053 0.02 -0.01 0.02
C 1.645 4.554 -0.832 -0.01 0.01 0.00
C 1.693 6.035 -0.502 0.00 0.00 0.00
C 0.340 6.699 -0.755 0.00 0.00 0.00
C -0.818 5.976 -0.027 0.00 0.00 0.00
C -0.332 4.789 0.788 0.00 0.00 0.01
H 1.441 4.408 -1.895 0.00 0.00 0.00
H 2.579 4.050 -0.580 0.00 0.00 -0.01
H 2.463 6.494 -1.122 0.00 0.00 0.00
H 2.010 6.173 0.534 0.00 0.00 0.00
H 0.148 6.704 -1.829 0.00 0.00 0.00
H 0.388 7.742 -0.449 0.00 0.00 0.01
H -1.561 5.628 -0.746 0.00 0.00 0.00
H -1.336 6.654 0.652 0.00 0.00 0.00
H -1.158 4.175 1.142 0.00 0.00 0.00
H 0.246 5.105 1.657 0.00 0.00 0.00
```
Forces are in eV/Å.

Properties
orbital gap	7.162	eV
energy relative to the best compared isomer or geometry (same formula, charge and spin)	0.0	kJ/mol
total charge	+2

***

[3]
The following is a quantum chemistry calculation of a structure of composition C43H61ClN4O9PTeTi in a non-equilibrium geometry, from the Open Molecules 2025 dataset.

```
121
Properties=species:S:1:pos:R:3:forces:R:3
Ti 0.616 0.435 -0.599 -0.79 -0.61 1.84
N 0.511 -1.817 -0.697 -0.12 0.03 -1.24
C 1.657 -2.590 -0.210 -0.07 -0.09 0.06
C 2.922 -2.232 -0.979 0.11 0.04 0.03
C 3.398 -0.800 -0.787 0.13 -0.20 -0.07
O 4.565 -0.522 -0.586 -0.05 -0.05 -0.01
O 2.464 0.103 -0.917 0.02 0.29 -0.14
H -0.351 -2.039 -0.212 0.10 0.01 0.15
H 0.353 -2.031 -1.685 -0.19 -0.01 -0.01
H 1.471 -3.662 -0.353 0.01 0.02 0.03
H 1.788 -2.391 0.853 0.01 0.01 -0.01
H 2.742 -2.384 -2.050 -0.01 0.01 -0.01
H 3.737 -2.888 -0.674 -0.02 -0.01 -0.02
O 3.710 5.091 -4.959 0.01 0.02 0.00
C 3.024 3.937 -5.436 -0.03 -0.05 0.02
C 2.266 3.251 -4.334 0.02 0.01 -0.07
C 1.364 2.224 -4.689 -0.05 -0.04 -0.02
C 0.746 1.507 -3.688 0.22 -0.01 0.09
N 0.929 1.782 -2.392 0.10 0.07 0.10
C 1.695 2.862 -2.039 0.00 0.18 0.12
C 2.434 3.571 -3.016 -0.08 -0.10 -0.05
C 1.580 3.254 -0.670 0.09 0.10 -0.81
C 2.207 4.373 -0.079 -0.21 0.05 0.10
C 1.771 4.830 1.138 0.06 -0.01 -0.09
C 2.471 5.966 1.822 -0.04 0.02 -0.04
O 3.726 5.572 2.392 0.02 -0.01 0.01
C 0.675 4.164 1.755 -0.09 -0.09 0.01
C 0.202 3.007 1.185 0.05 0.06 -0.03
N 0.671 2.510 0.033 0.03 0.06 0.19
H 4.408 5.299 -5.583 0.00 0.00 0.01
H 3.737 3.221 -5.863 0.00 0.01 0.00
H 2.320 4.215 -6.231 0.02 0.00 0.01
H 1.180 1.965 -5.725 0.02 0.01 -0.01
H 0.109 0.653 -3.889 0.03 0.00 -0.07
H 3.101 4.371 -2.730 -0.01 0.02 -0.01
H 2.997 4.889 -0.612 0.03 0.01 0.03
H 1.851 6.353 2.636 -0.01 0.02 -0.03
H 2.651 6.783 1.114 0.04 -0.02 0.02
H 3.914 4.688 2.056 -0.01 0.00 0.02
H 0.265 4.515 2.693 0.01 0.00 0.01
H -0.565 2.405 1.661 0.04 0.01 0.06
C 2.498 -1.703 -6.224 0.00 -0.02 -0.03
C 1.075 -1.914 -6.732 -0.03 -0.01 -0.07
C 0.852 -3.353 -7.189 0.04 -0.02 -0.03
C 0.781 -0.949 -7.879 0.02 -0.03 -0.01
O 0.134 -1.554 -5.720 0.00 0.03 0.17
P -0.103 -2.362 -4.311 0.08 0.03 -0.15
O 1.007 -3.315 -4.052 -0.03 -0.01 0.00
O -0.463 -1.304 -3.323 0.00 -0.11 -0.05
O -1.414 -3.261 -4.665 0.04 0.02 0.02
C -2.767 -2.774 -4.637 0.01 -0.07 -0.02
C -3.570 -3.883 -5.313 -0.01 0.06 0.01
C -3.230 -2.588 -3.195 -0.03 -0.03 0.00
C -2.912 -1.473 -5.421 -0.02 0.05 0.01
H 3.219 -1.938 -7.013 0.00 0.01 -0.01
H 2.680 -2.344 -5.364 0.00 -0.01 0.01
H 2.632 -0.662 -5.923 0.00 0.00 0.02
H 1.522 -3.592 -8.020 0.00 0.01 0.00
H -0.180 -3.482 -7.521 -0.01 0.00 0.01
H 1.043 -4.040 -6.365 0.00 0.01 0.01
H 1.479 -1.109 -8.704 0.00 -0.01 0.00
H 0.877 0.080 -7.532 0.00 0.00 0.02
H -0.237 -1.096 -8.244 -0.01 0.00 0.01
H -3.448 -4.817 -4.763 0.02 -0.01 0.00
H -3.215 -4.033 -6.335 0.00 0.00 -0.01
H -4.631 -3.625 -5.340 -0.01 0.01 0.01
H -3.186 -3.544 -2.667 0.03 0.00 0.01
H -4.263 -2.232 -3.178 -0.01 -0.01 0.00
H -2.597 -1.867 -2.681 -0.01 0.04 -0.01
H -2.549 -1.598 -6.443 0.00 -0.01 -0.01
H -2.343 -0.675 -4.947 0.01 0.00 0.01
H -3.965 -1.184 -5.449 0.00 0.00 -0.01
Cl -1.739 0.438 -0.736 -0.08 0.04 -0.31
C 2.663 1.192 2.090 -0.04 -0.01 0.08
C 1.776 -0.040 1.916 0.69 -0.04 0.32
O 2.182 -1.081 2.458 -0.36 0.03 -0.05
N 0.653 0.064 1.177 0.65 0.30 -0.35
Te -1.669 -0.159 2.617 -0.14 -0.15 0.16
C -3.161 0.159 4.132 -0.25 0.39 0.12
C -3.651 1.465 4.310 -0.17 -0.14 0.09
C -3.393 2.594 3.345 0.12 0.04 -0.09
C -4.429 1.766 5.427 -0.06 -0.03 -0.01
C -4.767 0.807 6.369 0.02 0.02 -0.03
C -5.600 1.151 7.574 -0.04 0.03 0.05
C -4.338 -0.493 6.146 -0.04 -0.02 0.02
C -3.559 -0.830 5.044 0.03 -0.06 0.00
C -3.165 -2.272 4.877 0.01 -0.08 0.03
C -0.384 -0.885 4.153 0.29 0.08 -0.13
C 0.059 -2.211 4.156 -0.04 -0.01 0.02
C -0.317 -3.230 3.116 -0.01 -0.03 -0.06
C 0.938 -2.639 5.149 -0.01 0.00 0.03
C 1.422 -1.783 6.119 -0.02 0.03 -0.04
C 2.427 -2.243 7.139 0.02 -0.04 0.07
C 0.998 -0.462 6.088 0.02 -0.01 -0.01
C 0.117 0.004 5.120 -0.06 0.00 0.05
C -0.250 1.463 5.171 -0.03 0.04 -0.02
H 2.093 2.043 2.459 0.00 0.01 0.01
H 3.108 1.466 1.132 -0.02 -0.01 -0.03
H 3.457 0.945 2.794 -0.01 -0.02 -0.01
H -3.189 2.258 2.330 -0.03 -0.04 0.01
H -2.532 3.193 3.657 0.03 -0.02 0.00
H -4.261 3.255 3.312 0.01 0.03 0.02
H -4.786 2.785 5.556 0.00 0.01 0.01
H -5.770 2.226 7.638 0.00 0.00 -0.01
H -5.114 0.833 8.499 0.01 -0.01 -0.01
H -6.577 0.662 7.538 0.00 -0.01 -0.01
H -4.619 -1.275 6.846 0.00 -0.01 0.01
H -3.955 -2.927 5.249 -0.01 0.00 0.02
H -2.249 -2.497 5.428 -0.01 0.01 0.00
H -2.973 -2.509 3.832 -0.02 0.01 0.00
H -1.101 -2.878 2.449 0.01 0.00 0.02
H -0.653 -4.157 3.590 0.02 0.00 0.00
H 0.561 -3.454 2.509 0.02 0.01 -0.02
H 1.279 -3.670 5.129 0.01 -0.01 0.00
H 2.549 -3.327 7.110 -0.01 0.00 0.00
H 2.126 -1.963 8.152 0.00 0.01 -0.01
H 3.405 -1.794 6.952 0.00 0.01 -0.02
H 1.384 0.240 6.821 0.01 0.00 0.01
H 0.578 2.043 5.581 -0.01 0.00 0.04
H -1.131 1.625 5.800 -0.02 -0.01 -0.02
H -0.483 1.850 4.179 0.04 0.00 -0.02
```
Forces are in eV/Å.

Properties
orbital gap (alpha / beta)	4.218 / 6.388	eV
energy relative to the best compared isomer or geometry (same formula, charge and spin)	61.5	kJ/mol
multiplicity	2
<S²>	0.7703
total charge	-2